Entry 1:
A cluster of 2 separate species, C4H9O2 in total. Source: the OMol25 dataset; level of theory: wB97M-V/def2-TZVPD.

Results
- spin multiplicity = 1
- charge = -1
- HOMO (eV) = -3.83

Positions of all 15 atoms, in Å:
C: -1.4195 1.0548 -1.1928
C: -1.8164 1.4305 0.2728
O: -1.3534 2.5255 0.6563
O: -2.5625 0.6302 0.8816
H: -1.5396 0.0176 -1.5104
H: -0.4480 1.5006 -1.4195
H: -2.1099 1.7383 -1.6976
C: 1.2708 -0.4518 0.8423
C: 1.4928 -1.7750 0.1271
H: 2.1523 0.2194 0.9438
H: 0.5627 0.1655 0.3034
H: 1.1305 -0.5590 1.9011
H: 1.8550 -2.5488 0.8179
H: 2.2331 -1.7927 -0.6748
H: 0.5522 -2.1552 -0.2511

Entry 2:
A cluster of 7 separate species, C10H32BrO6 in total. Source: the OMol25 dataset; level of theory: wB97M-V/def2-TZVPD.

Results
- spin multiplicity = 1
- charge = -1
- HOMO (eV) = -6.36

Positions of all 49 atoms, in Å:
Br: 0.6661 -0.0799 -0.6956
C: 0.8964 0.6592 3.7692
C: 1.2279 1.8892 2.9379
C: 1.7950 3.0647 3.7265
O: 2.1781 1.5670 1.9258
H: 0.6435 -0.1899 3.1335
H: 0.0084 0.8313 4.3910
H: 1.7013 0.3686 4.4469
H: 0.2995 2.2344 2.4660
H: 1.1324 3.3113 4.5563
H: 1.9158 3.8791 3.0135
H: 2.7824 2.8475 4.1394
H: 1.6947 1.0371 1.2675
C: -1.7482 -2.7593 1.2545
C: -2.7024 -2.1096 0.2743
C: -4.1577 -2.3555 0.6435
O: -2.4854 -0.7062 0.2285
H: -1.7878 -2.3184 2.2539
H: -0.7184 -2.6541 0.8983
H: -1.8944 -3.8339 1.4091
H: -2.5208 -2.5312 -0.7227
H: -4.3891 -3.4210 0.5928
H: -4.7994 -1.8443 -0.0775
H: -4.3809 -2.0030 1.6507
H: -1.5522 -0.5961 -0.0496
C: 3.5680 1.6438 -3.2767
O: 2.1767 1.4318 -3.3260
H: 3.8604 2.3652 -4.0419
H: 3.9386 1.9964 -2.3111
H: 4.1138 0.7181 -3.5078
H: 1.9179 1.1143 -2.4407
C: -1.0294 3.1331 -2.2813
O: -1.8740 2.3915 -1.3923
H: -0.7076 2.4938 -3.1084
H: -1.6169 3.9417 -2.7172
H: -0.1969 3.5418 -1.7033
H: -1.3987 1.5885 -1.1429
C: 2.7748 -3.0060 0.5671
O: 2.1990 -2.1594 1.5462
H: 3.1925 -3.8868 1.0575
H: 2.0134 -3.3590 -0.1374
H: 3.5690 -2.4964 0.0125
H: 1.6653 -1.5092 1.0569
C: -2.3190 -0.6913 -3.5040
O: -1.0017 -1.1998 -3.5022
H: -2.9616 -1.0316 -2.6792
H: -2.3475 0.4008 -3.3854
H: -2.7907 -0.9610 -4.4482
H: -0.5502 -0.7472 -2.7677

Entry 3:
An isolated molecule of C3H6ClNO. Source: the OMol25 dataset; level of theory: wB97M-V/def2-TZVPD.

Results
- spin multiplicity = 3
- charge = 0
- HOMO (spin up / spin down) (eV) = -6.29 / -10.58

Positions of all 12 atoms, in Å:
C: -0.2742 0.3659 0.7633
C: -0.3599 -0.4176 -1.6377
C: 0.4194 0.4317 -0.5985
N: 0.3776 -0.4057 1.8852
O: -1.3814 0.7836 0.9970
Cl: -0.2485 -0.0352 3.5379
H: -1.0929 0.3508 -2.0672
H: 0.1858 -0.7706 -2.4103
H: -0.8487 -1.3573 -1.2573
H: 1.3330 0.0018 -0.4194
H: 0.5135 1.4195 -0.8089
H: 1.3764 -0.3669 2.0160

Entry 4:
A structure of composition CH3O4Si. Source: the OMol25 dataset; level of theory: wB97M-V/def2-TZVPD.

Results
- spin multiplicity = 1
- charge = -1
- HOMO (eV) = -4.33

Positions of all 9 atoms, in Å:
C: 1.7132 -0.0409 -0.1615
O: 1.8673 0.9119 -0.8989
O: 2.5079 -0.6976 0.4792
O: -0.8449 1.3626 -0.2126
O: -1.6758 -1.7016 -0.2383
Si: -0.1482 -0.0096 0.3860
H: -0.6426 1.5764 -1.1511
H: -2.4598 -1.3206 -0.1083
H: -0.3171 -0.0806 1.9057

Short version: energy = -8389.97770; -93218.77989; -19263.04005; -17154.90794 eV, in the order given.
Short version: maximum force = 0.0382; 0.0175; 0.0990; 0.1393 hartree/bohr, in the order given.
Short version: energy above the lowest of the compared OMol25 structures with the same formula, charge and spin = 49.6; 22.6; 45.5; 264.8 kJ/mol, in the order given.